<A>
Computed, not measured: a 12-piece molecular cluster, H24O12 overall, with ωB97M-V/def2-TZVPD.

Last columns: bonded neighbours and bond lengths (Å).
Positions of all 36 atoms, in Å:
1 O -3.20 -0.88 0.58  H8 0.932, H30 1.000
2 H -2.88 -0.61 -3.16  O36 1.017
3 H 2.97 0.86 0.59  O6 0.881
4 H 0.60 1.40 2.18  O15 0.940
5 H -1.35 4.32 -1.75  O9 0.903
6 O 2.48 1.24 1.21  H3 0.881, H35 0.966
7 O -0.94 1.00 -1.71  H32 0.972, H33 0.903
8 H -3.50 -0.63 1.42  O1 0.932
9 O -1.15 5.00 -2.31  H5 0.903, H17 0.999
10 H -2.16 4.06 1.71  O27 0.886
11 H -2.36 0.09 -4.51  O36 0.957
12 H 2.11 -2.05 4.35  O24 0.971
13 O -0.12 0.40 0.77  H22 1.017, H29 0.962
14 O 1.02 -3.59 0.29  H16 0.999, H28 0.985
15 O 0.70 0.50 2.43  H4 0.940, H23 1.009
16 H 1.11 -3.59 1.29  O14 0.999
17 H -0.60 5.55 -1.68  O9 0.999
18 H 0.15 -2.10 -2.82  O26 0.967
19 O 2.96 -2.65 1.37  H20 1.023, H31 0.953
20 H 3.63 -1.90 1.54  O19 1.023
21 H 1.22 -2.41 -3.86  O26 0.962
22 H -0.33 0.43 -0.22  O13 1.017
23 H -0.18 0.29 2.86  O15 1.009
24 O 2.65 -1.93 3.55  H12 0.971, H25 0.936
25 H 2.10 -2.46 3.01  O24 0.936
26 O 0.53 -2.83 -3.33  H18 0.967, H21 0.962
27 O -2.31 3.43 1.10  H10 0.886, H34 0.943
28 H 1.21 -4.49 -0.06  O14 0.985
29 H 0.42 -0.40 0.68  O13 0.962
30 H -2.33 -0.45 0.33  O1 1.000
31 H 2.11 -2.22 1.27  O19 0.953
32 H -1.06 0.05 -1.84  O7 0.972
33 H -1.23 1.52 -2.39  O7 0.903
34 H -1.90 3.65 0.29  O27 0.943
35 H 2.32 2.16 0.96  O6 0.966
36 O -2.68 -0.74 -4.15  H2 1.017, H11 0.957

Output
* orbital gap: 8.3386 eV
* E_LUMO: -0.359 eV
* SMILES string: O.O.O.O.O.O.O.O.O.O.O.O



<B>
Computed, not measured: a 12-piece molecular cluster, H24O12 overall, with ωB97M-V/def2-TZVPD.

Last columns: bonded neighbours and bond lengths (Å).
Positions of all 36 atoms, in Å:
1 H 10.59 -18.87 -21.83  O14 0.961
2 H 12.47 -20.40 -18.47  O4 0.975
3 O 13.63 -23.11 -19.43  H11 0.966, H28 0.963
4 O 12.63 -20.16 -17.54  H2 0.975, H26 0.964
5 H 15.14 -18.16 -18.27  O29 0.962
6 H 8.14 -17.83 -17.14  O34 0.962
7 O 9.30 -21.06 -15.30  H20 0.966, H33 0.964
8 H 9.47 -18.27 -16.57  O34 0.976
9 H 12.24 -16.92 -15.09  O24 0.965
10 H 10.18 -17.70 -14.72  O31 0.968
11 H 13.67 -23.60 -20.27  O3 0.966
12 H 11.54 -19.52 -20.81  O14 0.977
13 H 10.45 -22.49 -17.08  O19 0.966
14 O 11.32 -18.66 -21.23  H1 0.961, H12 0.977
15 H 10.62 -23.60 -18.13  O19 0.963
16 H 12.99 -18.01 -15.83  O24 0.965
17 O 11.68 -21.16 -20.06  H18 0.974, H35 0.977
18 H 12.45 -21.75 -20.09  O17 0.974
19 O 10.46 -22.66 -18.03  H13 0.966, H15 0.963
20 H 9.71 -21.55 -14.57  O7 0.966
21 H 9.68 -19.16 -14.62  O31 0.971
22 O 8.73 -20.42 -19.00  H23 0.961, H36 0.967
23 H 9.42 -20.87 -18.52  O22 0.961
24 O 12.22 -17.87 -15.28  H9 0.965, H16 0.965
25 H 14.58 -19.34 -17.48  O29 0.968
26 H 12.00 -19.46 -17.36  O4 0.964
27 O 13.47 -22.04 -15.54  H30 0.973, H32 0.961
28 H 14.05 -23.70 -18.79  O3 0.963
29 O 15.19 -18.60 -17.41  H5 0.962, H25 0.968
30 H 13.14 -21.51 -16.29  O27 0.973
31 O 9.38 -18.24 -14.58  H10 0.968, H21 0.971
32 H 14.02 -22.72 -15.93  O27 0.961
33 H 8.54 -21.59 -15.57  O7 0.964
34 O 9.05 -18.01 -17.41  H6 0.962, H8 0.976
35 H 10.99 -21.67 -19.60  O17 0.977
36 H 9.07 -19.52 -19.08  O22 0.967

Output
* orbital gap: 10.0252 eV
* E_LUMO: -0.347 eV
* SMILES string: O.O.O.O.O.O.O.O.O.O.O.O



<C>
Computed, not measured: a 12-piece molecular cluster, H24O12 overall, with ωB97M-V/def2-TZVPD.

Last columns: bonded neighbours and bond lengths (Å).
Positions of all 36 atoms, in Å:
1 H -1.84 0.51 -0.53  O13 0.964
2 H 0.90 0.36 -1.11  O32 0.964
3 O -1.03 1.87 0.89  H11 0.964, H23 0.964
4 H -1.99 -0.13 0.84  O13 0.964
5 O 2.03 -1.65 3.75  H7 0.964, H27 0.964
6 O -0.59 -0.71 -3.79  H9 0.964, H14 0.964
7 H 2.03 -1.97 4.66  O5 0.964
8 H 0.71 0.50 0.39  O32 0.964
9 H -1.34 -1.25 -3.49  O6 0.964
10 O 1.34 -2.62 2.23  H12 0.964, H17 0.964
11 H -0.58 2.68 1.16  O3 0.964
12 H 0.98 -2.79 1.35  O10 0.964
13 O -1.63 -0.29 -0.04  H1 0.964, H4 0.964
14 H 0.12 -1.34 -3.92  O6 0.964
15 H -2.32 3.06 -0.81  O28 0.964
16 H -0.47 -0.78 1.48  O29 0.964
17 H 0.58 -2.27 2.73  O10 0.964
18 H 4.93 -0.72 -2.89  O33 0.964
19 H -0.89 1.46 -5.42  O30 0.964
20 H -3.79 3.08 -1.20  O28 0.964
21 H 2.85 -2.04 1.39  O34 0.964
22 H -1.34 -0.96 2.72  O29 0.964
23 H -1.31 2.04 -0.01  O3 0.964
24 H -3.03 1.71 3.41  O36 0.964
25 H 3.64 -0.68 -3.69  O33 0.964
26 H 1.75 -1.53 0.47  O34 0.964
27 H 2.96 -1.67 3.49  O5 0.964
28 O -3.16 2.60 -0.65  H15 0.964, H20 0.964
29 O -1.18 -1.33 1.85  H16 0.964, H22 0.964
30 O -0.33 2.24 -5.30  H19 0.964, H35 0.964
31 H -2.43 0.80 2.35  O36 0.964
32 O 0.58 0.97 -0.44  H2 0.964, H8 0.964
33 O 3.98 -0.85 -2.81  H18 0.964, H25 0.964
34 O 2.39 -1.23 1.13  H21 0.964, H26 0.964
35 H 0.16 2.06 -4.49  O30 0.964
36 O -2.43 0.97 3.30  H24 0.964, H31 0.964

Output
* orbital gap: 8.8007 eV
* E_LUMO: 0.098 eV
* SMILES string: O.O.O.O.O.O.O.O.O.O.O.O



<D>
Computed, not measured: a 12-piece molecular cluster, H24O12 overall, with ωB97M-V/def2-TZVPD.

Last columns: bonded neighbours and bond lengths (Å).
Positions of all 36 atoms, in Å:
1 H 2.14 0.31 2.27  O14 0.951
2 O -0.56 -2.36 -2.00  H4 0.970, H11 0.939
3 H -0.06 -0.83 2.86  O20 0.994
4 H -0.50 -3.33 -2.01  O2 0.970
5 H -3.30 -2.69 -0.81  O8 0.973
6 H -0.19 1.58 -2.10  O26 1.003
7 H 3.45 1.00 2.50  O14 0.968
8 O -2.83 -1.93 -0.42  H5 0.973, H16 0.995
9 O 3.03 1.48 -0.84  H25 0.946, H30 0.976
10 H 0.75 -1.80 2.13  O20 0.970
11 H -1.10 -2.02 -1.31  O2 0.939
12 O 2.08 -1.19 -1.74  H24 0.947, H32 0.948
13 H 0.34 -0.46 0.77  O28 0.953
14 O 2.78 0.85 1.82  H1 0.951, H7 0.968
15 H 1.36 2.08 1.65  O35 0.958
16 H -3.24 -1.19 -0.94  O8 0.995
17 H 0.49 1.50 -0.82  O26 0.959
18 O -1.87 -1.04 2.24  H31 0.946, H36 0.993
19 H -2.37 1.78 0.41  O29 0.977
20 O 0.87 -0.92 2.51  H3 0.994, H10 0.970
21 O -1.16 0.16 -2.85  H23 0.957, H34 0.943
22 H 1.00 3.18 0.77  O35 0.950
23 H -0.78 -0.70 -2.70  O21 0.957
24 H 1.31 -0.78 -1.37  O12 0.947
25 H 2.32 1.94 -1.27  O9 0.946
26 O 0.51 2.08 -1.58  H6 1.003, H17 0.959
27 H -0.76 0.17 0.01  O28 0.947
28 O 0.12 -0.15 -0.10  H13 0.953, H27 0.947
29 O -1.82 1.25 1.01  H19 0.977, H33 0.956
30 H 2.75 1.27 0.07  O9 0.976
31 H -2.35 -1.54 1.60  O18 0.946
32 H 1.89 -2.11 -1.64  O12 0.948
33 H -1.06 1.82 1.14  O29 0.956
34 H -2.01 0.18 -2.44  O21 0.943
35 O 0.58 2.54 1.33  H15 0.958, H22 0.950
36 H -1.80 -0.13 1.85  O18 0.993

Output
* orbital gap: 8.7100 eV
* E_LUMO: -0.588 eV
* SMILES string: O.O.O.O.O.O.O.O.O.O.O.O



Question: of the structures shown, which is the least stable? Reply: <A>.